1.
{"formula": "C18H37AlOP3S", "method": "ωB97M-V with the def2-TZVPD basis set", "symbols": ["C", "H", "C", "H", "H", "H", "O", "H", "H", "H", "H", "H", "H", "H", "H", "H", "C", "H", "C", "H", "H", "P", "H", "C", "H", "H", "H", "C", "H", "H", "H", "C", "H", "C", "H", "C", "H", "H", "C", "C", "Al", "C", "H", "H", "H", "H", "C", "S", "H", "H", "C", "P", "P", "C", "C", "H", "H", "H", "H", "C", "C"], "xyz": [[-1.964, 1.985, 3.543], [2.504, 2.811, 3.683], [2.852, 2.242, 0.868], [-1.621, 4.336, -0.028], [-2.596, 2.416, 2.757], [2.632, -2.176, -3.050], [0.820, -2.499, 2.816], [1.135, 1.842, 4.262], [3.358, 1.635, 0.108], [-2.558, 1.861, 4.458], [-0.834, -1.334, 0.230], [0.873, 3.137, 3.069], [-0.820, -1.415, 4.680], [-3.023, 0.484, -0.426], [-3.371, 1.787, 0.721], [-3.583, -0.380, 3.678], [1.053, -3.473, -3.724], [-0.864, 1.157, -2.582], [3.168, 0.122, 2.741], [0.368, 2.370, -2.176], [-1.365, -1.046, -1.823], [-1.105, 1.937, -0.270], [-3.410, -0.243, 1.902], [-0.344, -3.547, -3.915], [-2.272, -2.866, -3.234], [-1.575, 0.025, 5.453], [2.785, -3.966, -6.143], [-0.919, 3.621, 0.428], [0.575, -4.839, -6.001], [2.826, -0.303, 3.693], [-2.716, -1.642, 2.754], [-0.694, 2.113, -2.056], [-0.761, -4.182, -4.698], [-0.668, -1.684, -2.370], [2.231, -2.462, -7.117], [1.556, 2.340, 3.382], [-1.136, 2.673, 3.749], [2.205, 2.965, 0.356], [-1.197, -2.712, -3.188], [-2.918, -0.568, 2.825], [0.258, -0.059, 0.363], [-2.895, 1.559, -0.241], [0.103, 4.009, 0.267], [4.082, 0.707, 2.922], [-1.104, 3.617, 1.517], [-1.310, 2.897, -2.539], [0.726, -1.514, -2.317], [1.642, -0.335, -1.419], [1.733, -4.180, -4.187], [3.399, -0.703, 2.056], [0.620, -1.543, 2.197], [-1.334, 0.320, 3.048], [1.871, 1.176, 1.992], [1.568, -2.390, -3.030], [-0.841, -0.316, 4.704], [3.603, 2.791, 1.455], [-0.163, -3.418, -6.953], [0.159, 0.046, 4.987], [-3.437, 2.107, -1.026], [0.725, -3.893, -6.537], [1.967, -3.398, -6.616]], "forces_ev_per_a": [[0.682, 0.556, -0.894], [-0.178, -0.258, -0.190], [-0.179, 0.064, -0.203], [0.152, -0.383, 0.009], [0.114, -0.113, 0.226], [-0.048, -0.309, 0.233], [-0.841, 3.490, -2.280], [0.125, 0.068, -0.192], [-0.058, 0.097, 0.162], [0.142, -0.239, -0.209], [0.390, 1.072, 0.358], [0.161, -0.063, 0.040], [-0.011, 0.316, 0.086], [-0.020, 0.201, -0.032], [0.227, 0.049, -0.216], [0.366, 0.198, 0.045], [0.785, 1.070, 0.125], [0.025, 0.433, 0.258], [-0.240, -0.477, -0.171], [-0.292, -0.042, 0.092], [0.333, -0.207, -0.232], [-0.265, 0.552, -0.796], [0.022, -0.131, 0.231], [-0.397, -0.155, -0.222], [0.209, 0.187, -0.147], [0.118, 0.020, -0.470], [-0.321, 0.406, -0.492], [0.314, 0.170, 0.423], [0.050, 0.237, -0.601], [0.086, 0.079, -0.191], [-0.136, 0.116, -0.014], [-0.200, 0.069, -0.197], [0.027, -0.123, 0.734], [-1.571, -1.411, -1.076], [-0.196, -0.345, 0.116], [-0.471, 0.120, -0.076], [-0.302, -0.132, 0.049], [0.177, -0.121, 0.107], [0.196, 1.394, 1.231], [0.379, -0.557, -1.241], [-0.687, -0.101, 0.102], [-0.163, -0.200, -0.072], [-0.444, -0.249, -0.011], [-0.375, -0.079, -0.101], [0.059, -0.008, -0.513], [0.244, -0.364, 0.365], [1.238, -0.176, -0.083], [-0.429, 0.128, 0.481], [-0.216, 0.041, 0.187], [0.140, 0.104, 0.165], [1.322, -4.580, 2.489], [-2.754, 0.636, 2.924], [1.310, 0.915, 0.179], [-0.089, -0.681, -0.572], [1.192, -0.481, -0.332], [-0.213, -0.189, -0.175], [0.319, -0.077, -0.124], [-0.372, -0.170, 0.064], [0.262, -0.068, 0.233], [-0.125, -0.196, 0.212], [0.425, -0.101, 0.199]], "charge": 3, "lumo_ev": [-11.90, -13.22], "e_homo_ev": [-16.4, -17.1], "gap_ha": [0.1648, 0.1424]}



2.
{"formula": "C18H37B3IO10P", "method": "ωB97M-V with the def2-TZVPD basis set", "symbols": ["B", "C", "O", "H", "H", "C", "H", "B", "H", "C", "C", "O", "H", "O", "H", "H", "C", "C", "C", "C", "P", "H", "H", "H", "H", "H", "C", "C", "H", "C", "H", "H", "H", "O", "B", "O", "C", "H", "C", "O", "C", "H", "C", "C", "O", "H", "H", "H", "H", "H", "I", "H", "H", "O", "H", "C", "O", "H", "H", "H", "O", "H", "H", "H", "H", "C", "H", "H", "H", "H"], "xyz": [[0.774, -3.960, 0.214], [-0.679, 5.270, -3.409], [3.129, -5.364, 0.148], [0.456, -7.999, 2.762], [-3.751, -0.194, -2.915], [4.033, 1.777, 2.697], [1.816, -5.164, 4.860], [2.958, -4.014, -0.046], [2.646, 4.773, 2.506], [4.200, 3.279, 2.888], [-1.583, -3.087, 0.150], [-4.635, 1.077, -1.543], [-3.740, 3.597, -2.483], [4.476, -3.086, 2.144], [0.283, 7.101, -2.693], [3.132, -7.146, 2.183], [-2.830, 6.180, -3.464], [2.127, -7.069, 1.783], [1.046, -7.101, 2.886], [-3.994, 1.837, -3.692], [4.248, -2.697, 0.552], [-3.149, 6.550, -4.444], [-6.346, 2.062, -2.114], [-1.811, -5.158, -0.329], [-5.184, 3.676, -3.498], [-0.069, 4.843, -4.206], [-1.916, 7.177, -2.768], [2.312, -6.097, 4.555], [2.782, -1.195, -0.081], [-0.232, -2.932, 0.867], [1.974, -7.966, 1.177], [2.169, 0.781, 2.138], [-3.304, -4.453, 0.283], [3.374, -1.287, 0.682], [1.989, -5.857, 0.789], [1.784, -3.586, -0.672], [-3.681, 0.843, -2.585], [-5.377, 2.890, -0.879], [2.521, 1.627, 2.730], [0.742, -5.315, 0.533], [3.011, 3.825, 2.109], [5.154, 3.666, 2.531], [-2.228, -4.457, 0.390], [-0.551, 6.783, -3.317], [-2.061, 4.989, -3.666], [0.332, -6.281, 2.801], [-1.942, 7.019, -1.687], [-4.762, 1.430, -4.356], [3.259, 3.963, 1.051], [-2.188, 8.213, -2.967], [-2.938, -1.474, 0.587], [-0.414, 7.210, -4.313], [-3.719, 5.943, -2.877], [1.977, 2.841, 2.200], [-1.938, -4.813, 1.374], [-4.557, 3.010, -2.906], [1.582, -7.185, 4.213], [4.536, 1.178, 3.455], [2.155, 1.511, 3.756], [3.656, -2.897, 2.626], [3.465, -6.136, 4.583], [4.418, 1.479, 1.719], [-1.361, -3.013, -0.909], [-0.311, -3.219, 1.915], [-2.679, 1.010, -2.173], [-5.325, 2.304, -1.798], [-3.123, 2.092, -4.295], [-0.404, 4.790, -2.464], [4.103, 3.533, 3.946], [0.164, -1.928, 0.765]], "forces_ev_per_a": [[-0.670, -0.062, -0.726], [-0.008, -0.148, 0.141], [-0.396, 0.555, 0.817], [-0.123, -0.192, 0.216], [-0.038, -0.021, 0.087], [0.076, -0.026, -0.179], [-0.873, -0.190, -0.205], [-0.002, 0.205, -0.914], [-0.075, -0.028, -0.011], [-0.012, 0.035, 0.182], [0.206, -0.244, -0.030], [0.017, 0.088, -0.098], [0.012, -0.011, -0.042], [-0.733, 0.413, -0.414], [-0.011, -0.026, 0.015], [0.100, 0.035, 0.143], [-0.025, -0.013, -0.204], [-0.592, 0.296, -0.189], [-0.153, -0.406, -0.312], [-0.121, -0.095, -0.145], [1.593, 0.015, -0.163], [-0.050, 0.059, 0.037], [-0.023, 0.072, 0.014], [-0.006, -0.193, -0.078], [-0.011, -0.021, -0.003], [-0.069, -0.051, -0.020], [-0.011, -0.026, 0.192], [-2.531, 0.190, 0.146], [-0.011, 0.044, 0.198], [0.048, -0.783, -0.513], [0.161, -0.102, -0.118], [-0.041, 0.044, -0.034], [-0.134, 0.054, 0.009], [-0.371, -0.431, -0.106], [0.333, -1.530, -0.196], [0.105, 0.536, 0.939], [0.126, 0.029, 0.132], [0.023, -0.073, 0.045], [-0.130, 0.022, 0.157], [0.368, 0.617, 0.745], [-0.030, -0.033, -0.167], [-0.014, -0.006, -0.023], [0.468, 0.244, 0.064], [0.031, 0.075, -0.175], [0.094, 0.212, 0.050], [0.124, 0.300, 0.107], [-0.019, 0.014, -0.011], [0.021, -0.015, 0.002], [0.061, 0.063, 0.018], [-0.006, -0.014, -0.023], [0.134, -0.065, -0.042], [0.020, -0.009, 0.012], [0.008, -0.075, -0.025], [0.151, -0.014, 0.026], [-0.274, -0.101, 0.218], [0.076, 0.128, 0.168], [-0.536, 0.175, -0.169], [-0.017, 0.004, 0.006], [0.038, -0.070, 0.008], [0.209, -0.187, 0.248], [4.179, -0.055, 0.217], [-0.012, -0.044, 0.023], [-0.383, 0.426, -0.239], [-0.205, 0.281, 0.219], [0.036, -0.029, -0.068], [-0.161, -0.134, -0.083], [0.013, 0.042, 0.050], [0.076, 0.024, -0.007], [0.009, 0.023, -0.017], [-0.041, 0.199, 0.096]], "charge": 0, "lumo_ev": -0.22, "e_homo_ev": -8.6, "gap_ha": 0.3096}



What is the charge in the second record? 0